Entry 1:
The following is a quantum chemistry calculation of a 2-piece molecular cluster, C4H3BrN2O3S overall at a distorted geometry, from the OMol25 dataset.

```
14
Properties=species:S:1:pos:R:3:mulliken_charge:R:1
Br 4.322 0.381 -0.379 -0.06
S 1.891 -1.444 -1.343 0.07
O -0.808 -2.348 -2.409 -0.48
O 2.182 -2.242 2.741 -0.58
O 1.850 -2.931 0.689 -0.45
N 2.189 -2.115 1.538 0.39
N 1.580 0.597 0.183 0.03
C -0.873 -1.539 -1.513 -0.14
C 0.275 -0.893 -0.920 0.74
C 0.329 0.178 -0.068 -0.64
C 2.546 -0.173 -0.398 0.20
H 1.810 1.358 0.809 0.22
H -0.514 0.674 0.377 0.41
H -1.836 -1.212 -1.082 0.27
```

Output
* lowest unoccupied orbital energy (alpha / beta): -1.153 / -1.152 eV
* electronic energy: -3461.48594 Ha
* molecular weight: 239.05 g mol⁻¹
* HOMO-LUMO gap (alpha / beta): 0.22251 / 0.22277 hartree
* HOMO energy (alpha / beta): -7.21 / -7.21 eV
* energy relative to the best compared isomer or geometry (same formula, charge and spin): 99.4 kJ/mol

---

Entry 2:
The following is a quantum chemistry calculation of C4H12N2O in the gas phase at a distorted geometry, from the OMol25 dataset.

```
19
Properties=species:S:1:pos:R:3:mulliken_charge:R:1
O 0.115 -0.665 -2.903 -0.55
N -0.201 -1.165 -0.629 -0.17
N -0.608 1.613 0.496 -0.56
C 0.242 0.565 1.136 0.07
C 0.331 0.735 2.650 -1.47
C -0.322 -0.796 0.747 -0.61
C 0.594 -0.430 -1.594 -0.43
H 0.353 1.760 2.985 0.42
H -1.566 1.420 0.768 0.25
H 1.191 0.652 0.630 0.39
H 1.635 -0.719 -1.545 0.27
H 0.298 -1.461 1.382 0.32
H -0.340 2.526 0.841 0.23
H -0.587 0.293 3.049 0.28
H 0.477 0.616 -1.368 0.34
H -0.254 -2.150 -0.822 0.21
H -1.343 -0.931 1.126 0.30
H 1.147 0.146 2.988 0.38
H -0.712 -0.165 -2.961 0.32
```

Output
* lowest unoccupied orbital energy: 1.000 eV
* electronic energy: -344.32540 Ha
* molecular weight: 104.15 g mol⁻¹
* HOMO-LUMO gap: 0.34530 hartree
* HOMO energy: -8.40 eV
* energy relative to the best compared isomer or geometry (same formula, charge and spin): 156.5 kJ/mol
* structure (SMILES): C[C@H](N)CNCO

---

Entry 3:
The following is a quantum chemistry calculation of a 2-piece molecular cluster, C22H42BF5N2O7PS overall at a distorted geometry, from the OMol25 dataset.

```
81
Properties=species:S:1:pos:R:3:mulliken_charge:R:1
S -4.923 -2.724 -2.440 -0.37
P -3.732 -1.245 -2.189 0.28
F -5.826 0.240 -0.659 -0.24
F -3.361 2.307 -1.013 -0.40
F -3.892 2.464 1.077 -0.32
F -0.632 -2.786 0.776 -0.36
F -5.771 2.312 -1.300 -0.31
O -2.483 -2.007 -0.080 -0.32
O -4.208 0.156 -2.773 -0.49
O -5.036 -0.375 1.930 -0.59
O -1.689 4.452 2.577 -0.51
O -2.279 -1.487 -2.813 -0.46
O -3.088 0.420 3.064 -0.50
O 4.122 -0.182 0.214 -0.29
N 5.727 -2.842 -2.090 -0.52
N -1.582 0.575 0.506 1.11
C -1.059 -0.580 1.329 -0.70
C -0.945 1.272 -2.045 -0.70
C -3.121 0.354 0.425 0.80
C -5.471 1.483 -0.307 0.20
C -3.929 1.617 -0.025 0.04
C -0.722 0.483 -0.773 -0.59
C -1.664 -1.946 1.030 -0.15
C -0.567 4.131 1.769 -0.89
C -0.922 3.155 0.640 -0.09
C 5.368 -3.634 1.264 -0.09
C 2.690 0.627 -3.035 -1.56
C 1.479 1.544 -2.875 -0.40
C -1.109 1.796 1.306 -1.23
C 2.949 -0.378 -1.901 -0.07
C 4.695 -4.084 -0.038 -0.31
C 2.937 0.183 -0.473 -0.04
C -3.204 -0.428 4.221 -0.93
C 0.136 0.807 -3.048 -1.33
C 4.828 0.890 0.798 -0.83
C -3.433 -0.982 -0.345 -1.56
C 6.859 -3.945 1.297 -1.27
C 5.271 -3.412 -1.201 0.26
B -3.773 0.136 1.931 0.72
H 5.120 1.634 0.047 0.32
H 3.957 -0.775 -2.047 0.18
H 1.507 2.078 -1.917 0.13
H 1.542 2.327 -3.637 0.43
H -0.125 1.507 1.686 1.14
H -2.223 -0.473 4.693 0.33
H -0.780 2.341 -1.904 0.55
H -5.588 -0.020 2.641 0.34
H -2.191 -2.353 1.902 0.22
H 2.103 -0.246 0.102 -0.64
H -2.381 4.825 2.020 0.35
H -6.024 1.797 0.578 0.34
H -3.884 0.302 -3.674 0.39
H 3.628 -3.859 -0.016 0.19
H 4.868 -4.135 2.095 0.34
H 0.259 0.800 -0.407 0.05
H 2.554 0.052 -3.958 0.32
H -1.920 1.175 -2.485 0.23
H -0.258 1.028 -4.043 0.55
H -0.148 5.040 1.330 0.40
H 5.734 0.481 1.243 0.23
H 4.805 -5.161 -0.177 0.38
H 5.208 -2.562 1.391 0.01
H 7.042 -5.014 1.173 0.32
H -3.526 -1.436 3.950 0.38
H 7.390 -3.417 0.504 0.36
H 0.010 -0.646 1.116 0.29
H -1.133 -0.337 2.382 0.83
H 0.152 3.683 2.460 0.39
H 0.277 -0.274 -2.986 0.52
H 7.295 -3.640 2.248 0.35
H -3.925 -0.013 4.927 0.35
H -0.600 -0.572 -1.020 0.95
H -1.753 1.907 2.171 0.58
H -1.821 3.530 0.164 0.27
H -0.082 3.142 -0.055 -0.02
H -4.396 -1.340 0.018 1.22
H 2.836 1.276 -0.467 0.73
H -2.290 -2.381 -3.194 0.37
H 4.237 1.392 1.576 0.33
H 2.285 -1.246 -1.978 0.51
H 3.599 1.216 -3.184 0.50
```

Output
* lowest unoccupied orbital energy: -2.380 eV
* total charge: +1
* electronic energy: -2763.24103 Ha
* molecular weight: 615.43 g mol⁻¹
* HOMO-LUMO gap: 0.34777 hartree
* HOMO energy: -11.84 eV

---

Entry 4:
The following is a quantum chemistry calculation of C2HBr2N3 in the gas phase at a distorted geometry, from the OMol25 dataset.

```
8
Properties=species:S:1:pos:R:3:mulliken_charge:R:1
Br -4.034 0.954 -0.010 -0.13
Br 1.957 2.272 -0.014 -0.04
N -1.608 2.340 -0.109 -0.46
N -0.148 0.294 -0.047 0.40
N -1.438 0.055 0.020 -0.81
C -2.133 1.206 0.006 0.68
C 0.316 1.504 0.025 0.12
H 0.336 -0.524 -0.202 0.23
```

Output
* lowest unoccupied orbital energy (alpha / beta): -0.908 / -0.908 eV
* electronic energy: -5388.94730 Ha
* molecular weight: 226.86 g mol⁻¹
* HOMO-LUMO gap (alpha / beta): 0.29760 / 0.29763 hartree
* HOMO energy (alpha / beta): -9.01 / -9.01 eV
* energy relative to the best compared isomer or geometry (same formula, charge and spin): 356.1 kJ/mol

---

Entry 5:
The following is a quantum chemistry calculation of C3H3N5 as an isolated structure at a distorted geometry, from the OMol25 dataset.

```
11
Properties=species:S:1:pos:R:3:mulliken_charge:R:1
N 0.499 -0.817 2.286 -0.24
N 1.338 -1.142 0.133 -0.32
N -0.863 1.117 -0.434 -0.18
N -0.411 -0.062 1.842 -0.31
N 1.347 -1.397 1.560 -0.21
C -0.323 0.346 0.605 0.45
C 0.605 -0.175 -0.102 0.48
C -0.208 0.355 -1.407 -0.41
H -0.619 -0.713 -1.836 0.23
H 0.392 0.944 -2.245 0.27
H -1.759 1.543 -0.404 0.23
```

Output
* lowest unoccupied orbital energy: -0.144 eV
* electronic energy: -389.68254 Ha
* molecular weight: 109.09 g mol⁻¹
* HOMO-LUMO gap: 0.33844 hartree
* HOMO energy: -9.35 eV
* energy relative to the best compared isomer or geometry (same formula, charge and spin): 488.7 kJ/mol

---

Entry 6:
The following is a quantum chemistry calculation of a 2-piece molecular cluster, C6H9N3O2 overall at a distorted geometry, from the OMol25 dataset.

```
20
Properties=species:S:1:pos:R:3:mulliken_charge:R:1
O -4.289 0.290 2.343 -0.51
O -1.663 0.566 -1.323 -0.69
N -0.380 -0.306 0.405 -0.05
N -4.094 0.364 -0.066 -0.44
N 1.667 0.745 -0.013 -0.45
C -4.110 0.310 1.145 0.61
C 0.907 -0.367 1.025 0.15
C 0.698 1.322 -1.155 -0.47
C 2.453 -0.425 -0.491 -0.38
C -0.629 0.524 -0.679 0.41
C 1.817 -1.421 0.450 -0.93
H -3.547 0.855 -0.767 0.37
H 0.861 -0.188 2.127 0.37
H 2.403 -0.648 -1.582 0.28
H 1.524 -2.291 0.006 0.37
H 0.916 0.993 -2.072 0.29
H -1.195 -0.753 0.751 0.18
H 3.463 -0.121 -0.199 0.30
H 0.755 2.384 -1.103 0.30
H 2.443 -1.834 1.199 0.29
```

Output
* lowest unoccupied orbital energy: 0.637 eV
* electronic energy: -548.69676 Ha
* molecular weight: 155.16 g mol⁻¹
* HOMO-LUMO gap: 0.35596 hartree
* HOMO energy: -9.05 eV
* energy relative to the best compared isomer or geometry (same formula, charge and spin): 327.2 kJ/mol
* structure (SMILES): O=C1CN2CC[C@@H]2N1.N=C=O